# 1
ORCA calculation (ωB97M-V/def2-TZVPD) on a structure of composition C15H26CrN3O2Te.

Computed properties:
Maximum force = 0.16 eV Å⁻¹
Expectation value of S² = 3.8670
E = -60244.1945 eV

Geometry as ORCA input:
```
! RIJCOSX wB97M-V def2-TZVPD def2/J DEFGRID3
* xyz 2 4
Cr 0.122 -0.465 -0.451
N 1.116 -0.612 1.422
C 0.411 -0.941 2.706
C -0.113 -2.372 2.724
C -1.536 -2.544 2.183
C -1.799 -1.922 0.822
N -0.798 -2.345 -0.207
H 1.958 -1.184 1.378
H 1.449 0.351 1.492
H -0.398 -0.221 2.835
H 1.113 -0.782 3.523
H -0.111 -2.731 3.753
H 0.598 -3.023 2.202
H -2.244 -2.098 2.884
H -1.782 -3.607 2.135
H -1.773 -0.816 0.907
H -2.805 -2.164 0.483
H -1.268 -2.715 -1.028
H -0.236 -3.114 0.150
N -1.080 -0.065 -2.146
C -0.709 1.175 -2.914
C -0.741 2.422 -2.049
C 0.352 2.465 -1.000
O 1.019 3.427 -0.777
O 0.524 1.320 -0.299
H -1.093 -0.840 -2.807
H -2.054 0.046 -1.859
H -1.396 1.283 -3.753
H 0.288 1.019 -3.331
H -1.709 2.519 -1.547
H -0.625 3.299 -2.682
C 3.270 -2.503 -0.732
Te 2.325 -0.982 -1.893
C 3.578 0.401 -0.859
C 4.690 -0.460 -0.306
C 5.868 0.132 0.137
C 6.889 -0.654 0.646
C 6.746 -2.035 0.704
C 5.580 -2.632 0.254
C 4.546 -1.847 -0.246
H 3.444 -3.372 -1.363
H 2.602 -2.806 0.076
H 2.976 0.912 -0.111
H 3.922 1.148 -1.570
H 5.990 1.206 0.075
H 7.806 -0.189 0.983
H 7.552 -2.648 1.084
H 5.480 -3.710 0.280
*
```

Taken from the Mulliken analysis, the atomic charges in e are: Cr 0.43; N -0.21; C -0.83; C -0.66; C -0.95; C -0.23; N -0.50; H 0.11; H 0.40; H 0.55; H 0.42; H 0.40; H 0.34; H 0.41; H 0.35; H 0.20; H 0.53; H 0.30; H 0.27; N -0.18; C -0.64; C -0.58; C 0.33; O -0.51; O -0.53; H 0.34; H 0.31; H 0.43; H 0.29; H 0.33; H 0.35; C -0.79; Te 0.37; C -0.80; C 0.51; C -0.83; C -0.60; C -0.58; C -0.89; C 0.56; H 0.64; H 0.23; H 0.37; H 0.74; H 0.50; H 0.43; H 0.43; H 0.47

***

# 2
ORCA calculation (ωB97M-V/def2-TZVPD) on an isolated molecule of C8H8ClP in a non-equilibrium geometry.

Computed properties:
SMILES = ClP1CCc2ccccc21
Maximum force = 2.28 eV Å⁻¹
E = -30237.6181 eV

Geometry as ORCA input:
```
! RIJCOSX wB97M-V def2-TZVPD def2/J DEFGRID3
* xyz 0 1
C -2.160 -1.056 0.503
C -1.462 -2.098 -0.090
C -1.565 0.182 0.683
C -0.162 -1.906 -0.527
C -0.268 0.388 0.249
C 0.427 -0.659 -0.367
C 0.521 1.654 0.358
C 1.564 1.616 -0.763
P 2.028 -0.162 -1.058
Cl 3.440 -0.379 0.904
H -3.181 -1.210 0.821
H -1.939 -3.057 -0.227
H -2.110 0.993 1.142
H 0.387 -2.706 -1.000
H -0.109 2.542 0.297
H 1.029 1.664 1.327
H 1.119 1.972 -1.701
H 2.442 2.223 -0.553
*
```

Taken from the Mulliken analysis, the atomic charges in e are: C -0.46; C -0.51; C -0.63; C -0.51; C 0.51; C 0.45; C -0.61; C -0.84; P 0.00; Cl -0.38; H 0.37; H 0.37; H 0.40; H 0.38; H 0.37; H 0.28; H 0.41; H 0.38

***

# 3
ORCA calculation (ωB97M-V/def2-TZVPD) on a cluster of 2 separate species, ClH3OSi in total in a non-equilibrium geometry.

Computed properties:
Maximum force = 1.13 eV Å⁻¹
E = -22491.3515 eV

Geometry as ORCA input:
```
! RIJCOSX wB97M-V def2-TZVPD def2/J DEFGRID3
* xyz 0 1
O -2.881 0.132 0.142
Si 1.632 -0.242 0.037
Cl -0.316 -0.118 -0.219
H -3.277 0.694 -0.533
H 2.117 -0.793 1.292
H 2.725 0.327 -0.719
*
```

Taken from the Mulliken analysis, the atomic charges in e are: O -0.85; Si 0.57; Cl 0.12; H 0.20; H -0.02; H -0.02

***

- Which value of maximum force does entry 3 give?
  1.13 eV Å⁻¹

***

What did the second record say?
ORCA calculation (ωB97M-V/def2-TZVPD) on an isolated molecule of C8H8ClP in a non-equilibrium geometry.

Computed properties:
SMILES = ClP1CCc2ccccc21
Maximum force = 2.28 eV Å⁻¹
E = -30237.6181 eV

Geometry as ORCA input:
```
! RIJCOSX wB97M-V def2-TZVPD def2/J DEFGRID3
* xyz 0 1
C -2.160 -1.056 0.503
C -1.462 -2.098 -0.090
C -1.565 0.182 0.683
C -0.162 -1.906 -0.527
C -0.268 0.388 0.249
C 0.427 -0.659 -0.367
C 0.521 1.654 0.358
C 1.564 1.616 -0.763
P 2.028 -0.162 -1.058
Cl 3.440 -0.379 0.904
H -3.181 -1.210 0.821
H -1.939 -3.057 -0.227
H -2.110 0.993 1.142
H 0.387 -2.706 -1.000
H -0.109 2.542 0.297
H 1.029 1.664 1.327
H 1.119 1.972 -1.701
H 2.442 2.223 -0.553
*
```

Taken from the Mulliken analysis, the atomic charges in e are: C -0.46; C -0.51; C -0.63; C -0.51; C 0.51; C 0.45; C -0.61; C -0.84; P 0.00; Cl -0.38; H 0.37; H 0.37; H 0.40; H 0.38; H 0.37; H 0.28; H 0.41; H 0.38

***

- What is the maximum force in the second record?
  2.28 eV Å⁻¹

***

- Number 1 is which compound?
  C15H26CrN3O2Te